Entry 1:
10
Properties=species:S:1:pos:R:3 method="wB97M-V/def2-TZVPD" de_lowest_ev=1.379 multiplicity=1 smiles="C=NSC(N)=O" max_force_ha_per_bohr=0.0346 lumo_ev=0.67 gap_ev=10.00
C -0.0753 0.1690 -1.6604
C -0.1732 0.5623 2.1674
H 0.5250 -1.6724 -2.0956
H 0.4339 -1.3712 -0.3891
H -0.0086 -0.2075 2.9141
H -0.2020 1.5788 2.4638
N 0.3622 -1.0737 -1.3435
N -0.1261 0.1659 0.9623
O -0.3485 0.5433 -2.7823
S -0.3874 1.3055 -0.2367

=====

Entry 2:
74
Properties=species:S:1:pos:R:3 method="wB97M-V/def2-TZVPD" de_lowest_ev=0.000 multiplicity=2 max_force_ha_per_bohr=0.0157 lumo_ev=-1.75 s_squared=0.754 gap_ev=4.85
Ag 0.5234 0.3486 0.1336
C -3.6823 6.9595 0.8996
C -3.0817 6.3053 -0.3351
N -2.7332 4.9019 -0.1156
C -1.4930 4.6040 0.3362
C -1.0215 3.3507 0.5740
C 0.3509 3.2219 1.2047
O 0.8917 4.2527 1.5830
O 0.8070 2.0352 1.3700
C -1.8753 2.2484 0.2729
O -1.5386 1.0579 0.1641
C -3.2912 2.5791 0.0721
C -4.2359 1.5581 0.1379
C -5.5494 1.8471 -0.0884
F -6.4799 0.8909 0.0675
C -5.9633 3.1294 -0.4549
C -5.0367 4.1567 -0.4747
C -3.6929 3.8974 -0.1729
N -7.3206 3.3992 -0.8073
C -8.1009 2.3275 -1.3980
C -9.2369 2.9374 -2.1922
N -10.0729 3.7576 -1.2365
C -9.2490 4.8348 -0.5767
C -8.0925 4.1700 0.1440
H -3.9358 7.9995 0.6924
H -2.9695 6.9390 1.7241
H -4.5839 6.4399 1.2267
H -2.1633 6.8131 -0.6241
H -3.7553 6.3648 -1.1896
H -0.8234 5.4377 0.5132
H -3.9518 0.5526 0.4064
H -5.3706 5.1495 -0.7419
H -8.5159 1.6394 -0.6476
H -7.4778 1.7348 -2.0652
H -9.8843 2.1827 -2.6347
H -8.8731 3.6176 -2.9597
H -10.4210 3.1282 -0.5085
H -10.8839 4.1568 -1.7068
H -9.8998 5.3958 0.0914
H -8.8863 5.4796 -1.3750
H -8.4842 3.5391 0.9617
H -7.4708 4.9397 0.5968
Cl -4.6860 -1.7573 1.8162
Ge -3.0490 -1.8845 0.1722
Cl -4.4709 -1.3556 -1.6279
Cl -3.0575 -4.1434 -0.1152
N 0.2355 -2.3753 1.7328
C 0.3870 -2.6703 0.4138
C 0.6502 -3.9936 0.0130
C 0.7357 -4.2858 -1.3178
C 0.5408 -3.2729 -2.2664
C 0.2836 -2.0127 -1.8055
N 0.2159 -1.7073 -0.4944
H 0.7291 -2.9816 2.3665
H 0.2642 -1.4069 2.0093
H 0.7722 -4.7550 0.7702
H 0.9396 -5.3001 -1.6346
H 0.5770 -3.4668 -3.3276
H 0.1113 -1.1879 -2.4851
O 2.5762 1.4633 -1.1103
C 3.1981 0.6683 -0.4202
N 2.5858 -0.2818 0.3461
C 3.5196 -1.1230 0.9131
O 3.3181 -2.0977 1.6044
C 4.8788 -0.5942 0.5076
C 6.1436 -1.0353 0.8295
C 7.2200 -0.3043 0.3294
C 7.0184 0.8234 -0.4622
C 5.7333 1.2530 -0.7878
C 4.6804 0.5188 -0.2876
H 6.2880 -1.9088 1.4515
H 8.2310 -0.6124 0.5637
H 7.8759 1.3743 -0.8268
H 5.5632 2.1265 -1.4030

=====

Entry 3:
12
Properties=species:S:1:pos:R:3 method="wB97M-V/def2-TZVPD" de_lowest_ev=2.791 multiplicity=1 smiles="CCc1cc1=S" max_force_ha_per_bohr=0.1426 lumo_ev=0.40 gap_ev=8.29
C 1.3143 1.3118 0.1401
C 0.7551 -0.0305 -0.1726
C 2.1716 0.2460 -0.1011
C -1.6980 -0.1232 0.3014
C -0.4727 -0.7842 -0.2528
S 3.6789 -0.3404 -0.3903
H 1.0899 2.3953 0.1687
H -1.8094 0.0019 1.3247
H -2.6861 -0.6791 0.0223
H -1.6692 0.8294 0.0026
H -0.5079 -1.1514 -1.2288
H -0.1664 -1.6756 0.1858

=====

Entry 4:
18
Properties=species:S:1:pos:R:3 method="wB97M-V/def2-TZVPD" de_lowest_ev=4.591 multiplicity=1 smiles="C#CCC(=C)C(N)N" max_force_ha_per_bohr=0.0891 lumo_ev=0.89 gap_ev=9.86
C 0.6520 -0.5308 -0.5578
N 0.6262 -1.5471 -1.6027
N 1.1548 0.7556 -1.0113
C 0.2893 0.3193 2.2150
C 1.2591 0.3499 2.9168
H 1.2481 -0.9088 0.2769
H 0.1312 -1.2210 -2.4249
H 0.1860 -2.4031 -1.2831
H 2.1516 0.7048 -1.2138
H 0.1170 1.1723 -1.5177
H 2.1310 0.3890 3.5114
C -0.9006 0.2943 1.3790
C -1.4432 0.6052 -1.0599
C -0.6769 0.0123 -0.0826
H -2.3367 1.1472 -0.7787
H -1.5748 -0.4878 1.7566
H -1.4430 1.2368 1.4934
H -1.5711 0.1118 -2.0165